1.
An isolated molecule of C25H33F3N4O5. Source: OMol25; level of theory: wB97M-V/def2-TZVPD.

SMILES: CCCCCN(C(=O)CCC(=O)OCc1ccccc1C(F)(F)F)c1c(N)n(CCCC)c(=O)[nH]c1=O
Electronic energy in eV: -50814.8577
E_LUMO in eV: 0.388
Energy above the lowest of the compared OMol25 structures with the same formula, charge and spin in kcal/mol: 0.0

Last column: Mulliken charge in e.
CARTESIAN COORDINATES (ANGSTROEM)
C1 -0.521 5.299 0.235  -1.328
C2 0.065 4.174 1.080  -0.694
C3 0.238 2.868 0.306  0.679
C4 -1.093 2.251 -0.127  -1.314
C5 -0.943 0.819 -0.655  -0.292
N1 -1.154 -0.186 0.383  1.376
C6 -2.274 -0.947 0.334  0.570
O1 -3.047 -0.902 -0.605  -0.618
C7 -2.488 -1.921 1.485  -1.069
C8 -1.529 -3.121 1.415  0.076
C9 -1.663 -3.758 0.053  0.275
O2 -2.423 -4.645 -0.222  -0.633
O3 -0.821 -3.192 -0.828  -0.173
C10 -0.951 -3.591 -2.202  -1.451
C11 -1.886 -2.647 -2.914  0.707
C12 -3.255 -2.839 -2.774  -0.375
C13 -4.159 -1.956 -3.333  -0.736
C14 -3.707 -0.861 -4.047  -0.572
C15 -2.350 -0.658 -4.210  -0.763
C16 -1.440 -1.543 -3.644  0.443
C17 0.026 -1.307 -3.859  0.523
F1 0.295 -0.173 -4.515  -0.332
F2 0.611 -2.295 -4.571  -0.304
F3 0.737 -1.233 -2.710  -0.085
C18 -0.278 -0.141 1.500  -0.488
C19 1.002 -0.640 1.373  -0.359
N2 1.382 -1.253 0.229  0.323
N3 1.919 -0.489 2.385  0.015
C20 3.320 -0.840 2.201  -1.747
C21 4.042 0.133 1.266  -0.238
C22 4.055 1.557 1.819  0.099
C23 4.820 2.503 0.903  -1.538
C24 1.585 0.114 3.594  0.528
O4 2.379 0.235 4.496  -0.651
N4 0.293 0.537 3.690  0.012
C25 -0.704 0.506 2.709  0.008
O5 -1.798 0.979 2.942  -0.673
H1 0.082 5.460 -0.656  0.300
H2 -0.545 6.225 0.805  0.428
H3 -1.536 5.065 -0.072  0.308
H4 -0.581 3.992 1.941  0.323
H5 1.042 4.488 1.457  0.418
H6 0.857 3.047 -0.578  0.488
H7 0.773 2.161 0.944  -0.720
H8 -1.532 2.866 -0.913  0.639
H9 -1.786 2.241 0.715  0.305
H10 -1.699 0.614 -1.415  0.489
H11 0.051 0.683 -1.090  0.182
H12 -2.379 -1.408 2.439  0.316
H13 -3.514 -2.283 1.398  0.507
H14 -1.813 -3.853 2.172  0.534
H15 -0.500 -2.803 1.578  -0.066
H16 -1.358 -4.607 -2.228  0.592
H17 0.059 -3.590 -2.612  0.504
H18 -3.607 -3.685 -2.204  0.474
H19 -5.217 -2.117 -3.198  0.424
H20 -4.406 -0.161 -4.476  0.413
H21 -1.990 0.193 -4.768  0.526
H22 2.248 -1.757 0.180  0.323
H23 0.646 -1.544 -0.396  -0.341
H24 3.401 -1.871 1.845  0.390
H25 3.769 -0.787 3.196  0.627
H26 5.069 -0.217 1.144  0.532
H27 3.568 0.138 0.282  0.208
H28 4.509 1.555 2.812  0.344
H29 3.029 1.916 1.928  -0.090
H30 4.815 3.511 1.310  0.412
H31 5.853 2.181 0.797  0.394
H32 4.364 2.530 -0.084  0.324
H33 0.041 0.982 4.566  0.291

2.
A structure of composition C4H6O2Sn. Source: OMol25; level of theory: wB97M-V/def2-TZVPD.

Net charge: +1
Electronic energy in eV: -14158.9225
⟨S²⟩: 0.76
Multiplicity: 2
E_LUMO (spin up / spin down) in eV: -6.244 / -6.245
Energy above the lowest of the compared OMol25 structures with the same formula, charge and spin in kcal/mol: 57.7

Last column: Löwdin spin population.
CARTESIAN COORDINATES (ANGSTROEM)
H1 -1.243 -0.104 -1.754  0.042
O1 -1.612 2.079 -1.856  0.251
C1 -1.160 1.091 -1.346  0.227
C2 0.164 0.590 -1.207  0.372
C3 0.660 -0.341 -0.151  0.040
C4 -0.280 -0.579 1.041  0.007
O2 0.389 -1.066 2.141  0.003
Sn1 1.554 -0.632 3.293  0.001
H2 0.913 1.196 -1.732  0.031
H3 1.644 -0.002 0.209  0.009
H4 0.829 -1.318 -0.637  0.011
H5 -1.066 -1.291 0.722  0.003
H6 -0.793 0.376 1.277  0.005

3.
A cluster of 10 separate species, C5H29NO9 in total. Source: OMol25; level of theory: wB97M-V/def2-TZVPD.

SMILES: C=C(N)CCC.O.O.O.O.O.O.O.O.O
Electronic energy in eV: -25574.6709
E_LUMO in eV: 0.073
Energy above the lowest of the compared OMol25 structures with the same formula, charge and spin in kcal/mol: 0.0

Last column: Mulliken charge in e.
CARTESIAN COORDINATES (ANGSTROEM)
C1 2.374 0.740 -0.787  -1.296
C2 1.313 0.625 0.017  0.687
N1 0.607 1.745 0.463  -0.346
C3 0.762 -0.699 0.454  0.303
C4 1.671 -1.395 1.484  -0.632
C5 1.666 -0.663 2.822  -0.950
H1 2.881 -0.132 -1.176  0.271
H2 2.798 1.663 -1.147  0.400
H3 1.176 2.557 0.688  0.274
H4 -0.024 1.608 1.248  0.210
H5 0.679 -1.336 -0.430  -0.095
H6 -0.250 -0.635 0.850  -0.141
H7 2.685 -1.458 1.082  0.295
H8 1.295 -2.417 1.621  0.366
H9 0.682 -0.683 3.298  0.211
H10 1.910 0.394 2.677  0.207
H11 2.365 -1.100 3.531  0.391
O1 -1.475 1.189 2.522  -0.764
H12 -1.850 0.342 2.184  0.393
H13 -1.606 1.234 3.464  0.277
O2 -0.197 -0.615 -3.999  -0.682
H14 -1.125 -0.566 -3.689  0.400
H15 0.109 -1.422 -3.577  0.325
O3 -2.368 -2.161 -0.811  -0.777
H16 -2.485 -1.404 -1.431  0.455
H17 -1.533 -2.594 -1.082  0.266
O4 -2.611 -1.179 1.749  -0.663
H18 -2.521 -1.501 0.810  0.357
H19 -2.784 -1.988 2.273  0.286
O5 3.060 2.563 1.698  -0.623
H20 3.423 1.892 1.111  0.327
H21 3.796 3.135 1.910  0.288
O6 -2.539 -0.110 -2.602  -0.775
H22 -1.958 0.666 -2.315  0.484
H23 -3.405 0.216 -2.836  0.268
O7 0.064 -3.387 -2.771  -0.604
H24 0.952 -3.661 -2.453  0.313
H25 -0.165 -3.991 -3.489  0.271
O8 -2.335 3.412 1.050  -0.684
H26 -2.197 2.640 1.642  0.423
H27 -1.660 3.342 0.377  0.308
O9 -0.733 1.856 -2.260  -0.771
H28 -0.352 1.923 -1.368  0.355
H29 -0.096 1.353 -2.798  0.394